1.
Entry from OMol25: a cluster of 10 separate species, C40H80O24 in total (wB97M-V/def2-TZVPD).

Bonds (Å) are listed after each position.
Positions of all 144 atoms, in Å:
1 O -0.327 3.481 3.506  C72 1.426, C76 1.317
2 C 2.104 3.965 -4.363  C28 1.517, C29 1.542, H32 1.088, H143 1.095
3 H 2.713 -2.878 5.953  C140 1.095
4 C 0.906 6.523 4.668  H13 1.086, H41 1.086, O100 1.422, H120 1.092
5 O -1.214 1.374 -6.669  C33 1.410, C43 1.333
6 H -4.470 -1.987 -3.379  C119 1.094
7 H 5.021 -2.557 4.265  C66 1.092
8 H -6.704 6.035 0.019  C103 1.093
9 H 5.098 -6.950 0.828  C59 1.087
10 O -1.088 0.455 0.622  C101 1.315, C118 1.406
11 H 1.126 -2.603 0.763  C40 1.089
12 O -4.743 3.967 0.294  C25 1.213
13 H 1.982 6.513 4.520  C4 1.086
14 O -6.195 2.321 0.814  C25 1.327, C30 1.424
15 O 0.125 4.960 -3.557  C28 1.439, C122 1.456
16 O 0.316 -0.843 1.548  C40 1.413, C101 1.336
17 C 4.160 0.554 -0.740  H60 1.090, C126 1.546, H129 1.092, C134 1.542
18 H 3.857 -9.301 1.563  C117 1.089
19 H 0.182 -6.614 1.565  C78 1.086
20 H -0.350 1.449 3.045  C72 1.095
21 O -5.964 -1.068 -4.420  C53 1.345, C119 1.406
22 H -4.338 1.400 0.716  C30 1.091
23 H 5.773 -8.533 0.399  C59 1.092
24 H -0.043 -5.519 3.011  C78 1.088
25 C -5.862 3.499 0.302  O12 1.213, O14 1.327, O107 1.322
26 H -2.037 0.871 4.732  C125 1.092
27 H 4.997 -9.111 2.939  C117 1.088
28 C 1.252 5.219 -4.415  C2 1.517, O15 1.439, H52 1.093, H131 1.089
29 C 1.020 2.875 -4.239  C2 1.542, H71 1.091, C122 1.529, H133 1.089
30 C -5.183 1.508 1.398  O14 1.424, H22 1.091, H90 1.092, C106 1.503
31 H 3.271 -0.423 -2.461  C134 1.091
32 H 2.800 3.608 -5.119  C2 1.088
33 C -1.684 2.673 -6.957  O5 1.410, H83 1.089, H88 1.098, C116 1.530
34 C -2.632 0.661 -1.410  H68 1.089, C118 1.535, H130 1.093, H139 1.089
35 H 2.224 -1.648 7.178  C140 1.087
36 C 5.116 -4.574 3.505  H58 1.086, C66 1.527, H73 1.094, O84 1.441
37 O -7.838 -0.135 -4.000  C53 1.312, C121 1.439
38 H -8.613 0.605 -2.230  C121 1.090
39 H 3.664 2.087 3.020  C48 1.082
40 C 1.327 -1.830 1.504  H11 1.089, O16 1.413, H113 1.095, H138 1.088
41 H 0.477 7.506 4.503  C4 1.086
42 H -6.216 -0.195 0.554  C106 1.095
43 C -1.476 0.849 -5.472  O5 1.333, O136 1.328, O144 1.196
44 H 0.450 -3.121 5.082  C96 1.091
45 O 0.093 -0.897 -0.720  C101 1.204
46 H 0.984 -5.039 1.772  C78 1.097
47 O 3.963 -0.266 5.965  C99 1.200
48 C 4.063 1.377 3.731  H39 1.082, H51 1.095, H109 1.092, O135 1.425
49 H -2.335 2.020 0.191  C118 1.088
50 O -6.170 0.053 -2.476  C53 1.203
51 H 4.969 0.888 3.357  C48 1.095
52 H 0.822 5.414 -5.401  C28 1.093
53 C -6.640 -0.345 -3.509  O21 1.345, O37 1.312, O50 1.203
54 H 0.364 1.776 4.498  C72 1.091
55 H -4.143 -1.800 -5.052  C119 1.091
56 H -0.319 -2.017 -4.466  C104 1.082
57 O 5.983 -0.501 -1.782  C126 1.421, C142 1.403
58 H 5.343 -5.001 4.477  C36 1.086
59 C 5.479 -7.886 1.228  H9 1.087, H23 1.092, H64 1.091, C117 1.528
60 H 3.508 1.403 -0.946  C17 1.090
61 H -5.837 5.381 -1.394  C103 1.089
62 H -2.143 2.582 5.222  C125 1.089
63 H -9.295 2.411 -4.559  C93 1.095
64 H 6.415 -7.729 1.766  C59 1.091
65 H -0.935 1.796 -0.852  C118 1.095
66 C 4.508 -3.174 3.525  H7 1.092, C36 1.527, C95 1.501, H105 1.095
67 H -4.049 -0.341 -4.084  C119 1.091
68 H -3.023 1.439 -2.065  C34 1.089
69 H 0.048 3.535 -7.850  C116 1.096
70 O 2.289 -7.629 0.969  C114 1.203
71 H 1.361 1.981 -3.713  C29 1.091
72 C -0.481 2.119 3.900  O1 1.426, H20 1.095, H54 1.091, C125 1.516
73 H 4.414 -5.215 2.964  C36 1.094
74 H -0.802 2.521 -8.966  C116 1.088
75 H 0.409 -3.493 6.767  C96 1.093
76 C 0.367 4.272 4.297  O1 1.317, O100 1.316, O124 1.212
77 H 4.767 -1.672 1.962  C95 1.094
78 C 0.646 -5.948 2.287  H19 1.086, H24 1.088, H46 1.097, O115 1.421
79 H -0.147 -0.460 -3.533  C104 1.090
80 H -1.720 -1.116 -3.774  C104 1.093
81 H 5.522 1.498 -2.107  C126 1.091
82 H -7.618 2.390 -4.271  C93 1.086
83 H -1.760 3.373 -6.125  C33 1.089
84 O 6.324 -4.318 2.762  C36 1.441, C137 1.419
85 H 5.174 -1.972 -0.563  C142 1.102
86 H 2.888 -1.212 -0.983  C134 1.092
87 H 6.256 1.152 -0.523  C126 1.089
88 H -2.720 2.605 -7.314  C33 1.098
89 H -1.453 4.146 -8.544  C116 1.086
90 H -4.847 1.862 2.376  C30 1.092
91 H -2.609 2.026 3.593  C125 1.090
92 H -5.057 -0.549 1.811  C106 1.094
93 C -8.561 2.142 -3.792  H63 1.095, H82 1.086, H94 1.092, C121 1.525
94 H -8.799 2.825 -2.973  C93 1.092
95 C 4.691 -2.755 2.095  C66 1.501, H77 1.094, H111 1.088, C137 1.554
96 C 0.647 -2.690 6.065  H44 1.091, H75 1.093, H110 1.094, C140 1.516
97 H -7.607 5.656 -1.427  C103 1.086
98 H 5.017 -2.379 -2.165  C142 1.092
99 C 3.115 -0.257 5.116  O47 1.200, O123 1.340, O135 1.303
100 O 0.260 5.520 3.893  C4 1.422, C76 1.316
101 C -0.223 -0.504 0.374  O10 1.315, O16 1.336, O45 1.204
102 H 0.322 3.512 -2.213  C122 1.096
103 C -6.763 5.340 -0.823  H8 1.093, H61 1.089, H97 1.086, O107 1.425
104 C -0.734 -1.044 -4.242  H56 1.082, H79 1.090, H80 1.093, O136 1.436
105 H 3.444 -3.134 3.781  C66 1.095
106 C -5.836 0.161 1.517  C30 1.503, H42 1.095, H92 1.094, H128 1.091
107 O -6.915 4.022 -0.304  C25 1.322, C103 1.425
108 O 3.597 -7.695 2.800  C114 1.338, C117 1.433
109 H 4.493 1.828 4.627  C48 1.092
110 H -0.131 -1.945 6.257  C96 1.094
111 H 3.920 -3.189 1.460  C95 1.088
112 H -1.011 3.252 -3.326  C122 1.087
113 H 2.299 -1.399 1.245  C40 1.095
114 C 2.513 -7.322 2.110  O70 1.203, O108 1.338, O115 1.312
115 O 1.768 -6.576 2.891  C78 1.421, C114 1.312
116 C -0.960 3.251 -8.175  C33 1.530, H69 1.096, H74 1.088, H89 1.086
117 C 4.476 -8.606 2.128  H18 1.089, H27 1.088, C59 1.528, O108 1.433
118 C -1.736 1.270 -0.322  O10 1.406, C34 1.535, H49 1.088, H65 1.095
119 C -4.591 -1.280 -4.205  H6 1.094, O21 1.406, H55 1.091, H67 1.091
120 H 0.691 6.299 5.715  C4 1.092
121 C -8.769 0.713 -3.303  O37 1.439, H38 1.090, C93 1.525, H127 1.086
122 C 0.038 3.535 -3.271  O15 1.456, C29 1.529, H102 1.096, H112 1.087
123 O 2.078 -1.106 5.150  C99 1.340, C140 1.418
124 O 1.003 3.939 5.274  C76 1.212
125 C -1.894 1.904 4.407  H26 1.092, H62 1.089, C72 1.516, H91 1.090
126 C 5.587 0.773 -1.294  C17 1.546, O57 1.421, H81 1.091, H87 1.089
127 H -9.762 0.344 -3.542  C121 1.086
128 H -6.751 0.105 2.109  C106 1.091
129 H 4.175 0.366 0.335  C17 1.092
130 H -3.516 0.090 -1.115  C34 1.093
131 H 1.732 6.095 -3.983  C28 1.089
132 H 6.886 -2.412 2.092  C137 1.093
133 H 0.586 2.681 -5.219  C29 1.089
134 C 3.707 -0.708 -1.502  C17 1.542, H31 1.091, H86 1.092, C142 1.519
135 O 2.996 0.490 4.055  C48 1.425, C99 1.303
136 O -0.956 -0.373 -5.492  C43 1.328, C104 1.436
137 C 6.164 -3.208 1.894  O84 1.419, C95 1.554, H132 1.093, H141 1.096
138 H 1.497 -2.201 2.513  C40 1.088
139 H -2.057 -0.022 -2.033  C34 1.089
140 C 2.022 -2.064 6.195  H3 1.095, H35 1.087, C96 1.516, O123 1.418
141 H 6.349 -3.565 0.874  C137 1.096
142 C 5.012 -1.484 -1.538  O57 1.403, H85 1.102, H98 1.092, C134 1.519
143 H 2.604 3.853 -3.395  C2 1.095
144 O -1.960 1.444 -4.554  C43 1.196

## Properties
Energy relative to the best compared isomer or geometry (same formula, charge and spin) (kJ/mol): 444.9
Energy (Eh): -3377.823310
HOMO energy (eV): -9.27
SMILES: CCOC(=O)OC.CCOC(=O)OC.CCOC(=O)OC.CCOC(=O)OC.CCOC(=O)OC.CCOC(=O)OC.CCOC(=O)OC.C1CCOC1.C1CCOC1.C1CCOC1
Kohn-Sham gap (eV): 9.696

Results of the Löwdin charge analysis, in e, for atoms 1 through 99: 0.057, -0.155, 0.115, -0.037, 0.037, 0.104, 0.126, 0.100, 0.078, 0.042, 0.095, 0.117, 0.097, 0.039, -0.161, 0.017, -0.157, 0.118, 0.097, 0.108, 0.001, 0.095, 0.077, 0.093, -0.602, 0.080, 0.123, -0.193, -0.160, -0.208, 0.111, 0.113, -0.235, -0.055, 0.131, -0.160, 0.035, 0.119, 0.096, -0.049, 0.093, 0.073, -0.614, 0.067, 0.128, 0.084, 0.137, -0.024, 0.113, 0.125, 0.093, 0.114, -0.609, 0.115, 0.097, 0.101, -0.124, 0.127, -0.053, 0.104, 0.096, 0.083, 0.072, 0.075, 0.118, -0.180, 0.083, 0.083, 0.068, 0.128, 0.110, -0.204, 0.101, 0.079, 0.079, -0.624, 0.098, -0.028, 0.087, 0.067, 0.114, 0.084, 0.124, -0.141, 0.094, 0.087, 0.114, 0.124, 0.079, 0.124, 0.063, 0.083, -0.054, 0.073, -0.178, -0.065, 0.090, 0.125, -0.633



2.
Entry from OMol25: a cluster of 3 separate species, C40H81IN2O10 in total (wB97M-V/def2-TZVPD).

Bonds (Å) are listed after each position.
Positions of all 134 atoms, in Å:
1 O -0.433 -7.475 3.972  C17 1.418, C88 1.429
2 H -2.027 3.564 4.437  C13 1.091
3 O -0.722 1.993 4.892  C13 1.434, C24 1.434
4 C 1.468 5.108 3.174  H10 1.093, H55 1.093, O69 1.418, H107 1.095
5 C -0.491 4.382 -3.479  H18 1.170, H30 1.179, C113 1.640, C117 1.662
6 H 3.068 -2.911 -5.229  C104 1.183
7 C 4.213 -0.755 -1.581  N37 1.519, H48 1.170, C51 1.649
8 O -1.496 4.491 6.541  C68 1.419, C85 1.428
9 H -6.482 3.559 -1.278  C76 1.193
10 H 1.847 5.954 3.754  C4 1.093
11 H 3.940 -3.874 0.341  C49 1.174
12 H -3.729 -3.128 -5.002  O115 1.003
13 C -1.345 2.869 3.943  H2 1.091, O3 1.434, H62 1.095, C98 1.531
14 C -2.464 -1.598 -4.582  H34 1.188, C90 1.638, C97 1.639, O115 1.501
15 H -4.876 -1.168 0.145  C41 1.187
16 H 5.257 -2.014 -4.624  C57 1.193
17 C -0.811 -8.813 4.253  O1 1.418, H31 1.093, H32 1.093, H126 1.095
18 H 0.002 3.912 -4.431  C5 1.170
19 H 1.254 -0.213 -2.194  C133 1.180
20 H 1.125 -7.546 2.199  C56 1.092
21 H -0.313 0.256 -4.987  C64 1.187
22 H -1.379 -3.733 1.499  C130 1.093
23 C -5.673 1.418 -1.889  C76 1.672, O84 1.471, I92 2.228, H131 1.170
24 C -0.034 2.634 5.975  O3 1.434, H38 1.092, C85 1.531, H114 1.096
25 H -4.227 -0.190 -4.245  C90 1.193
26 H -4.250 1.383 0.821  C95 1.170
27 N -4.441 -1.310 2.370  C41 1.529, H102 1.061, H105 1.062
28 H 4.556 -0.257 -4.154  C57 1.190
29 H 0.316 1.773 -4.060  C64 1.180
30 H -0.840 5.467 -3.777  C5 1.179
31 H -1.227 -8.890 5.260  C17 1.093
32 H -1.571 -9.114 3.527  C17 1.093
33 H 0.447 2.891 2.738  C98 1.096
34 H -1.414 -1.625 -5.136  C14 1.188
35 H 1.955 -4.774 1.148  C128 1.098
36 H -1.903 -0.465 -0.562  C82 1.188
37 N 4.248 -1.854 -2.628  C7 1.519, C57 1.520, C99 1.539
38 H 0.694 3.360 5.606  C24 1.092
39 O -0.032 -5.271 1.541  C128 1.428, C130 1.419
40 H 2.742 5.177 -0.759  C47 1.193
41 C -4.012 -0.987 0.939  H15 1.187, N27 1.529, C95 1.659, H103 1.193
42 H -1.669 1.399 -0.383  C82 1.170
43 H 2.714 -7.176 1.551  C56 1.096
44 H 2.859 -1.111 -5.851  C104 1.180
45 H 0.078 -6.672 5.781  C88 1.095
46 H -7.660 2.092 -0.859  C76 1.189
47 C 3.135 4.263 -1.418  H40 1.193, H58 1.175, C73 1.640, C83 1.647
48 H 4.282 0.372 -1.888  C7 1.170
49 C 4.022 -3.046 -0.488  H11 1.174, C51 1.640, C99 1.658
50 H 7.183 0.066 -0.105  C65 1.193
51 C 4.031 -1.453 -0.098  C7 1.649, C49 1.640, H74 1.174
52 H 5.957 3.808 -0.338  C91 1.192
53 H -3.904 -0.323 -2.093  C109 1.190
54 H 2.295 3.792 -3.580  C83 1.179
55 H 1.345 5.414 2.132  C4 1.093
56 C 1.841 -6.736 2.045  H20 1.092, H43 1.096, O100 1.434, C128 1.531
57 C 4.369 -1.430 -4.082  H16 1.193, H28 1.190, N37 1.520, C104 1.639
58 H 4.019 4.694 -2.062  C47 1.175
59 H 5.450 2.615 -1.773  C91 1.177
60 H -0.359 -3.873 0.047  C130 1.093
61 H -3.079 5.774 6.722  C68 1.093
62 H -1.960 2.219 3.310  C13 1.095
63 H -2.614 4.312 -2.652  C113 1.194
64 C 0.001 0.645 -3.910  H21 1.187, H29 1.180, O118 1.471, C133 1.673
65 C 7.152 1.248 -0.262  H50 1.193, H70 1.178, H78 1.179, O106 1.479
66 H -1.842 2.470 -4.939  C110 1.177
67 H 1.213 -6.020 0.106  C128 1.093
68 C -2.740 4.821 7.138  O8 1.419, H61 1.093, H87 1.093, H89 1.093
69 O 0.225 4.711 3.727  C4 1.418, C98 1.429
70 H 8.041 1.726 0.346  C65 1.178
71 H -6.118 2.369 0.244  C76 1.189
72 H 2.331 0.557 -3.592  C133 1.184
73 C 3.713 3.154 -0.358  C47 1.640, H77 1.174, C91 1.670, H123 1.192
74 H 3.944 -0.894 0.930  C51 1.174
75 H -3.527 2.715 -4.130  C110 1.194
76 C -6.522 2.438 -0.872  H9 1.193, C23 1.672, H46 1.189, H71 1.189
77 H 3.104 2.151 -0.307  C73 1.174
78 H 7.250 1.421 -1.424  C65 1.179
79 C 1.607 -1.606 -4.010  H96 1.194, C104 1.642, H121 1.172, C133 1.639
80 H 4.173 -4.313 -2.717  C99 1.172
81 H -0.851 3.972 2.152  C98 1.095
82 C -2.480 0.573 -0.555  H36 1.188, H42 1.170, C95 1.657, C109 1.640
83 C 1.983 3.694 -2.448  C47 1.647, H54 1.179, C117 1.655, H124 1.176
84 O -4.267 1.835 -1.784  C23 1.471, C109 1.471
85 C -0.981 3.245 7.010  O8 1.428, C24 1.531, H120 1.093, H134 1.098
86 H 0.318 -3.231 1.580  C130 1.093
87 H -2.629 4.926 8.221  C68 1.093
88 C 0.577 -6.999 4.863  O1 1.429, H45 1.095, H125 1.096, C132 1.531
89 H -3.487 4.059 6.905  C68 1.093
90 C -3.059 -0.077 -4.454  C14 1.638, H25 1.193, H122 1.185, C129 1.638
91 C 5.331 2.835 -0.623  H52 1.192, H59 1.177, C73 1.670, O106 1.479
92 I -6.506 1.840 -3.912  C23 2.228
93 H 1.871 -5.304 5.033  C132 1.095
94 H -2.752 0.746 1.776  C95 1.190
95 C -3.420 0.557 0.809  H26 1.170, C41 1.659, C82 1.657, H94 1.190
96 H 1.679 -2.363 -3.089  C79 1.194
97 C -2.422 -2.454 -3.186  C14 1.639, H101 1.194, H111 1.170, H127 1.193
98 C -0.339 3.591 3.042  C13 1.531, H33 1.096, O69 1.429, H81 1.095
99 C 4.149 -3.304 -2.120  N37 1.539, C49 1.658, H80 1.172
100 O 2.328 -6.229 3.294  C56 1.434, C132 1.434
101 H -1.450 -2.137 -2.570  C97 1.194
102 H -4.376 -2.360 2.508  N27 1.061
103 H -3.160 -1.778 0.670  C41 1.193
104 C 2.984 -1.782 -4.888  H6 1.183, H44 1.180, C57 1.639, C79 1.642
105 H -3.721 -0.829 2.986  N27 1.062
106 O 5.847 1.741 0.228  C65 1.479, C91 1.479
107 H 2.195 4.291 3.247  C4 1.095
108 H 0.646 -5.089 3.795  C132 1.091
109 C -3.333 0.711 -1.949  H53 1.190, C82 1.640, O84 1.471, C129 1.673
110 C -2.394 2.417 -3.901  H66 1.177, H75 1.194, C113 1.641, C129 1.672
111 H -3.404 -2.425 -2.550  C97 1.170
112 H 0.161 4.235 -1.188  C117 1.189
113 C -1.748 3.520 -2.873  C5 1.640, H63 1.194, C110 1.641, H116 1.170
114 H 0.536 1.839 6.468  C24 1.096
115 O -3.397 -2.326 -5.505  H12 1.003, C14 1.501
116 H -1.516 3.008 -1.846  C113 1.170
117 C 0.599 4.577 -2.239  C5 1.662, C83 1.655, H112 1.189, H119 1.194
118 O -1.019 0.427 -2.874  C64 1.471, C129 1.470
119 H 0.839 5.738 -2.100  C117 1.194
120 H -0.437 3.442 7.937  C85 1.093
121 H 0.702 -1.966 -4.662  C79 1.172
122 H -2.988 0.495 -5.490  C90 1.185
123 H 3.677 3.607 0.744  C73 1.192
124 H 1.753 2.589 -2.118  C83 1.176
125 H 1.287 -7.800 5.101  C88 1.096
126 H 0.050 -9.482 4.144  C17 1.095
127 H -2.220 -3.588 -3.498  C97 1.193
128 C 1.284 -5.643 1.130  H35 1.098, O39 1.428, C56 1.531, H67 1.093
129 C -2.359 0.855 -3.302  C90 1.638, C109 1.673, C110 1.672, O118 1.470
130 C -0.372 -3.954 1.137  H22 1.093, O39 1.419, H60 1.093, H86 1.093
131 H -5.902 0.333 -1.517  C23 1.170
132 C 1.326 -5.821 4.236  C88 1.531, H93 1.095, O100 1.434, H108 1.091
133 C 1.386 -0.117 -3.363  H19 1.180, C64 1.673, H72 1.184, C79 1.639
134 H -1.800 2.542 7.216  C85 1.098

## Properties
Energy (Eh): -2731.533275
HOMO energy (eV): -7.83
SMILES: COCCCCCCCC[C@@](C[C@@H](C)O)(OCCCCCn1cccc1)[C@@H](CCCN)O[C@@H](C)I.COCCOCCOC.COCCOCCOC
Kohn-Sham gap (eV): 8.180

Results of the Löwdin charge analysis, in e, for atoms 1 through 99: -0.210, 0.120, -0.137, -0.108, -0.197, 0.112, -0.052, -0.209, 0.086, 0.090, 0.063, 0.089, -0.164, -0.334, 0.110, 0.134, -0.111, 0.097, 0.122, 0.118, 0.136, 0.078, -0.695, -0.170, 0.091, 0.097, -0.067, 0.124, 0.101, 0.110, 0.085, 0.089, 0.126, 0.128, 0.102, 0.117, -0.190, 0.118, -0.206, 0.112, -0.281, 0.111, 0.125, 0.118, 0.124, 0.085, -0.208, 0.095, -0.084, 0.105, -0.051, 0.141, 0.131, 0.116, 0.080, -0.169, -0.186, 0.110, 0.114, 0.083, 0.089, 0.102, 0.127, -0.167, -0.128, 0.115, 0.125, -0.109, -0.207, 0.099, 0.079, 0.101, -0.173, 0.086, 0.086, -0.169, 0.108, 0.094, -0.204, 0.105, 0.123, -0.118, -0.204, -0.228, -0.193, 0.089, 0.086, -0.193, 0.085, -0.088, -0.237, 0.766, 0.126, 0.100, -0.153, 0.108, -0.069, -0.189, -0.030